Entry 1:
The following is a quantum chemistry calculation of the molecule C19H25FN4O2, from OMol25.

CARTESIAN COORDINATES (ANGSTROEM)
C  -5.257  -1.981  -1.031
O  -5.068  -0.582  -1.081
C  -3.892  -0.039  -0.686
C  -3.816  1.355  -0.774
C  -2.684  2.049  -0.413
C  -1.557  1.374  0.063
C  -0.350  2.079  0.449
N  -0.022  3.296  -0.056
N  1.113  3.772  0.438
C  1.538  2.861  1.290
C  0.669  1.758  1.343
C  0.809  0.571  2.238
N  1.144  -0.660  1.526
C  2.480  -0.630  0.959
C  2.530  -0.006  -0.446
C  1.549  -0.651  -1.438
C  2.323  -0.739  -2.752
C  3.786  -0.677  -2.340
O  4.753  -0.928  -3.019
N  3.815  -0.265  -1.056
C  0.841  -1.862  2.309
C  1.836  -2.151  3.441
C  0.688  -3.083  1.402
C  -1.617  -0.013  0.161
C  -2.758  -0.696  -0.207
F  -2.717  -2.050  -0.085
H  -4.551  -2.507  -1.678
H  -5.170  -2.364  -0.011
H  -6.271  -2.146  -1.393
H  -4.689  1.873  -1.137
H  -2.687  3.126  -0.482
H  -0.524  3.821  -0.754
H  2.446  3.015  1.840
H  -0.146  0.411  2.747
H  1.568  0.815  3.001
H  3.180  -0.081  1.610
H  2.847  -1.653  0.860
H  2.363  1.077  -0.380
H  1.286  -1.647  -1.087
H  0.635  -0.069  -1.530
H  2.126  0.116  -3.401
H  2.118  -1.645  -3.319
H  4.680  -0.073  -0.578
H  -0.140  -1.678  2.765
H  1.947  -1.283  4.087
H  2.814  -2.418  3.046
H  1.474  -2.979  4.044
H  0.334  -3.925  1.991
H  1.631  -3.368  0.942
H  -0.039  -2.885  0.619
H  -0.758  -0.566  0.508

E_LUMO (eV): 0.6022
Frontier orbital gap (eV): 8.887
Structure (SMILES): COc1ccc(-c2[nH]ncc2CN(C[C@@H]2CCC(=O)N2)C(C)C)cc1F
Charge: 0
HOMO energy (eV): -8.28
F_max (eV Å⁻¹): 0.9

Now the natural (NBO) charges, all in e:
1 C -0.25
2 O -0.48
3 C 0.22
4 C -0.22
5 C -0.20
6 C -0.10
7 C 0.19
8 N -0.33
9 N -0.26
10 C -0.06
11 C -0.16
12 C -0.23
13 N -0.47
14 C -0.23
15 C -0.04
16 C -0.41
17 C -0.51
18 C 0.68
19 O -0.61
20 N -0.62
21 C -0.03
22 C -0.64
23 C -0.62
24 C -0.28
25 C 0.37
26 F -0.34
27 H 0.18
28 H 0.18
29 H 0.20
30 H 0.23
31 H 0.21
32 H 0.41
33 H 0.21
34 H 0.21
35 H 0.18
36 H 0.17
37 H 0.21
38 H 0.20
39 H 0.21
40 H 0.22
41 H 0.23
42 H 0.23
43 H 0.41
44 H 0.20
45 H 0.21
46 H 0.20
47 H 0.22
48 H 0.22
49 H 0.20
50 H 0.22
51 H 0.27


Entry 2:
The following is a quantum chemistry calculation of the molecule C5H10O2, from OMol25.

CARTESIAN COORDINATES (ANGSTROEM)
C  2.119  1.090  -0.517
O  0.782  0.824  -0.171
C  0.400  -0.476  -0.542
C  -0.529  -1.585  2.030
O  -1.177  -1.724  0.915
C  -1.067  -0.747  -0.186
C  -1.872  0.484  0.190
H  2.815  0.498  0.097
H  2.312  0.865  -1.578
H  2.297  2.153  -0.340
H  0.539  -0.609  -1.627
H  0.091  -0.647  1.933
H  1.035  -1.225  -0.044
H  -1.543  -1.274  -1.017
H  -1.841  1.225  -0.613
H  -2.910  0.200  0.382
H  -1.450  0.946  1.087

E_LUMO (eV): 0.8185
Frontier orbital gap (eV): 9.182
Charge: 0
HOMO energy (eV): -8.36
F_max (eV Å⁻¹): 0.4
Relative energy (zero: lowest compared OMol25 entry of this formula, charge and spin) (eV): 4.7742

Now the natural (NBO) charges, all in e:
1 C -0.25
2 O -0.54
3 C -0.10
4 C 0.12
5 O -0.47
6 C 0.06
7 C -0.63
8 H 0.17
9 H 0.17
10 H 0.20
11 H 0.18
12 H 0.04
13 H 0.18
14 H 0.20
15 H 0.23
16 H 0.22
17 H 0.23


Entry 3:
The following is a quantum chemistry calculation of a structure of composition C4H11BrCoNO in a non-equilibrium geometry, from OMol25.

CARTESIAN COORDINATES (ANGSTROEM)
Co  -0.491  -2.362  -2.136
Br  1.377  -3.283  -0.983
C  -1.773  1.420  -0.288
C  -0.619  0.566  -0.820
C  0.692  0.752  -0.084
O  0.558  0.176  1.196
C  1.723  -0.403  1.708
N  -1.022  -0.899  -0.763
H  -1.956  1.220  0.770
H  -2.689  1.139  -0.814
H  -1.560  2.475  -0.431
H  -0.475  0.886  -1.855
H  0.922  1.823  -0.013
H  1.546  0.349  -0.644
H  2.401  0.325  2.156
H  2.337  -0.899  0.940
H  1.489  -1.224  2.382
H  -1.972  -0.878  -0.394
H  -0.487  -1.182  0.077

E_LUMO (alpha / beta) (eV): -5.8527 / -6.4256
Frontier orbital gap (alpha / beta) (eV): 7.862 / 7.285
Charge: +1
Multiplicity: 4
<S²>: 3.757
HOMO energy (alpha / beta) (eV): -13.72 / -13.71
F_max (eV Å⁻¹): 2.0
Relative energy (zero: lowest compared OMol25 entry of this formula, charge and spin) (eV): 0.0000

Now the natural (NBO) charges, all in e:
1 Co 1.41
2 Br -0.56
3 C -0.63
4 C -0.06
5 C -0.09
6 O -0.55
7 C -0.26
8 N -0.97
9 H 0.23
10 H 0.21
11 H 0.25
12 H 0.21
13 H 0.21
14 H 0.19
15 H 0.19
16 H 0.17
17 H 0.21
18 H 0.41
19 H 0.44